62
Properties=species:S:1:pos:R:3 method="wB97M-V/def2-TZVPD" relative_energy_kj_mol=0.0 spin_multiplicity=2 total_charge=+1 homo_ev="-12.24 / -12.13" s2=0.756 homo_lumo_gap_ha="0.253 / 0.220"
C 3.6524 -1.2544 3.0236
C 2.7306 -1.0219 1.8229
C 2.4556 0.4553 1.5339
C 3.7214 1.2909 1.2786
C 3.5346 2.6060 0.5048
C 3.4706 2.6329 -1.0380
C 2.3674 1.8311 -1.7452
C 2.7127 0.3794 -2.1171
C 1.4803 -0.4067 -2.6147
C 1.3661 -1.8429 -2.0565
C 0.0577 -2.1306 -1.3184
C -1.1726 -2.4273 -2.1930
C -2.0496 -1.2005 -2.4742
C -2.7632 -0.7525 -1.1722
C -3.8656 0.2008 -1.4956
In -4.2542 1.1895 0.6377
C -4.3805 -0.2068 2.3020
C -3.3588 -1.3484 2.3919
C -1.9374 -0.8046 2.1386
O -6.0445 2.1473 0.3767
N -5.9349 3.4937 0.2799
O -5.3292 3.8822 -0.6563
H 3.1591 -0.9987 3.9667
H 3.9416 -2.3082 3.0828
H 4.5787 -0.6794 2.9404
H 3.1773 -1.4957 0.9435
H 1.7807 -1.5432 2.0154
H 1.7497 0.5532 0.7028
H 1.9476 0.8634 2.4274
H 4.5014 0.6724 0.8102
H 4.1229 1.5677 2.2617
H 2.6521 3.1329 0.9036
H 4.3932 3.2359 0.7699
H 3.3126 3.6873 -1.2964
H 4.4438 2.3599 -1.4646
H 2.1414 2.3300 -2.6971
H 1.4347 1.8800 -1.1618
H 3.4543 0.4420 -2.9221
H 3.1955 -0.1488 -1.2901
H 1.4841 -0.4496 -3.7076
H 0.5960 0.1695 -2.3074
H 1.4435 -2.5512 -2.8899
H 2.1992 -2.0556 -1.3878
H -0.1544 -1.2555 -0.6795
H 0.2210 -2.9878 -0.6558
H -0.8885 -2.8965 -3.1403
H -1.7973 -3.1642 -1.6682
H -2.7815 -1.4258 -3.2569
H -1.4367 -0.3598 -2.8142
H -2.0124 -0.2610 -0.5404
H -3.1581 -1.6304 -0.6494
H -3.5812 1.0613 -2.1090
H -4.8048 -0.2181 -1.8567
H -2.9384 2.3556 0.8443
H -5.4017 -0.5906 2.3640
H -4.2044 0.4619 3.1616
H -3.5486 -2.1927 1.7224
H -3.4252 -1.7605 3.4059
H -1.2898 -0.8958 3.0267
H -2.0809 0.2408 1.7635
H -1.3810 -1.2910 1.3327
Cu -1.5045 1.4335 2.6403